(1)
Below is a molecular structure, C33H31BrN6O2Pb in a non-equilibrium geometry, with properties calculated with ωB97M-V with the def2-TZVPD basis set.

The geometry in XYZ format:
```
74
Properties=species:S:1:pos:R:3
H 4.72229 3.91689 1.95147
H -0.79223 -3.12395 0.18865
H 2.31402 -0.44258 1.68591
H -2.05871 -2.03250 3.73361
H 1.77655 -1.93455 -1.89438
H -2.44963 2.07568 2.91302
C -1.60676 -0.04240 2.75049
C -0.31893 1.36104 5.37643
C 1.86519 -1.23514 2.28503
C -1.91903 -0.96978 3.84787
C -2.13342 -3.11663 -3.67224
H 6.58825 4.71600 5.74080
C 4.26159 -0.54139 -0.96264
H 0.34302 -2.67483 1.86429
H 1.54471 -1.48416 4.98552
H 2.07606 2.72083 6.48892
C -1.78560 -0.31974 5.09611
H 4.79240 -1.46937 -1.11176
H -3.95620 -0.78818 2.39608
N 2.44772 2.88975 3.27030
H -0.99180 -4.51080 -2.50075
N -1.07697 -1.20267 -1.98604
C 2.09639 -1.82073 -0.85335
N 2.39564 2.83829 5.53643
N 2.19563 0.59709 -0.63176
C -0.22964 1.64996 2.99069
H 2.64806 -1.68956 2.89014
C 4.63670 3.87911 5.92814
C 4.21888 1.84317 -0.81158
C 0.85133 -0.62209 3.20615
Br -2.76118 -1.07010 6.63620
H 0.93393 2.83414 1.99317
C 5.72010 4.34382 5.21298
H -0.21458 1.84666 6.34421
C -2.44972 -1.77643 -3.84706
C 2.84993 1.76375 -0.64952
H 0.52334 -3.82087 -0.75590
C 1.24462 -2.30879 1.37293
H 4.70921 2.80257 -0.84117
H -3.12818 -1.45509 -4.62157
C 3.56791 3.38988 5.19141
C -3.43844 -0.90071 1.44336
H 2.24462 2.65198 -0.54696
C -1.26705 -3.47747 -2.65389
C 0.83014 -0.80556 4.54030
C 4.71118 3.89342 3.02830
N -0.11493 0.18272 2.57154
C -0.13726 -0.18643 5.46123
Pb -0.20019 0.37604 -0.30881
O -2.11115 -0.33319 1.50430
H 2.75572 -2.66357 -0.62269
H -0.01749 -0.55129 6.47753
C -0.02647 -2.89412 -0.55984
O 0.04584 2.43072 1.91063
H 6.62981 4.75539 3.29765
H 6.01201 0.68686 -1.11074
C 1.70439 2.53400 4.36459
C 4.94246 0.66709 -0.97015
H -2.07524 0.20856 -3.11270
H -2.55812 -3.87801 -4.31405
C 3.57668 3.39119 3.71912
H 1.93978 -3.15147 1.29624
H -3.99119 -0.37238 0.66766
N 0.88576 -1.87183 0.00389
C -1.87577 -0.84671 -2.99547
H -2.53335 1.78078 5.38018
C 0.48145 1.94035 4.27689
C -0.77653 -2.49269 -1.80238
C 2.88416 -0.54220 -0.78731
H -3.37230 -1.95827 1.18449
C 5.74965 4.35389 3.77895
C -1.76533 1.20911 4.86647
H 4.62475 3.89176 7.00753
C -1.71669 1.39988 3.34153
```

Values from the calculation:
- Charge: +4
- HOMO-LUMO gap: 0.199 Ha
- Spin multiplicity: 1
- Highest occupied orbital energy: -19.34 eV

***

(2)
Below is a molecular structure, C33H31IrN5O3 in a non-equilibrium geometry, with properties calculated with ωB97M-V with the def2-TZVPD basis set.

The geometry in XYZ format:
```
73
Properties=species:S:1:pos:R:3
H -2.45260 2.84335 -3.05298
H -0.36749 -0.27795 -5.78055
C 0.81408 4.70997 2.10004
H 4.00187 3.99792 0.87401
H -2.34101 -1.19698 -0.32891
H -3.64112 3.25807 1.05116
H -1.59239 -5.14744 -1.72404
C -2.32182 1.65613 0.55037
N 4.30145 -3.91004 2.11697
N 3.83236 -2.08792 0.51118
C -1.67321 1.41396 -1.65795
H 1.79629 -2.58399 2.55870
C 0.80458 2.32188 2.24720
C 0.15594 3.52666 2.85916
C -0.32973 -2.25907 2.45487
C -0.19154 -0.19007 -4.71615
H 2.17908 2.48404 3.65045
H -2.63641 -4.75407 2.24838
C -2.29373 -4.40566 -1.36573
C -3.63975 -4.70475 -1.21872
H -1.10900 -0.25250 2.61537
C -2.43939 2.52062 -2.02167
C 3.01772 3.65021 1.18992
C -1.58558 -2.90140 2.38838
H -4.00112 -5.69659 -1.46157
O 0.31010 -2.06781 -0.36500
C -0.82211 0.65730 -2.56033
H 0.72886 -0.40593 2.75439
H 2.65648 5.70048 1.70764
H 0.45987 4.68140 1.06666
C -2.70104 -2.17539 -0.58886
C 0.82980 -3.06433 2.48504
C -0.21785 -0.85371 2.46632
H -0.57345 -6.12602 2.26987
C -0.50562 -5.04699 2.32606
H 1.65193 -5.02750 2.41706
H 3.20852 1.48772 1.10272
C 0.74617 -4.43505 2.41204
H -5.57590 -3.96916 -0.64655
C -3.09267 2.75996 0.26377
H 1.54683 -1.45460 -4.72854
H -3.72970 4.07482 -1.31794
H -4.73914 -1.70157 -0.11040
H -1.90042 1.05648 -4.38222
N 2.03068 2.02031 2.76739
C 0.23403 -0.02431 -1.95918
H 0.45418 5.63825 2.54540
C -4.52474 -3.73553 -0.76403
C -3.14482 3.20305 -1.05419
O 0.33543 1.80322 1.23866
C -0.31603 -2.93444 -1.15471
C -1.80940 -3.14140 -1.03967
H 0.37218 3.59350 3.92634
H -0.92073 3.53491 2.69910
H 2.41002 3.53255 0.28794
C 4.05177 -3.06444 1.36839
N 2.22453 -0.29671 0.21171
C -1.04212 0.56833 -3.93464
Ir 0.23300 -0.16018 0.03162
H -2.48702 -2.29946 2.38229
H 4.07662 2.21346 2.45938
H -2.26989 1.25574 1.55337
C -1.66859 -4.27432 2.32128
C 1.08328 -0.78713 -2.75255
H 2.74155 4.65630 3.11006
C 2.92472 -1.24670 0.38905
C 2.35671 4.72234 2.08578
C 0.87782 -0.85631 -4.12326
C 3.17463 2.26882 1.85270
N -1.61591 1.00280 -0.38126
O 0.31370 -3.67280 -1.87770
C -4.05406 -2.46576 -0.45952
H 1.89547 -1.34124 -2.30463
```

Values from the calculation:
- ⟨S²⟩: 0.786
- HOMO-LUMO gap (spin up / spin down): 0.275 / 0.239 Ha
- ΔE to the lowest compared entry with this formula, charge and spin: 68.3 kcal per mole
- Spin multiplicity: 2
- Highest occupied orbital energy (spin up / spin down): -7.54 / -8.10 eV

***

(3)
Below is 2 unconnected molecules or ions with the total composition C33H31N2S in a non-equilibrium geometry, with properties calculated with ωB97M-V with the def2-TZVPD basis set.

The geometry in XYZ format:
```
67
Properties=species:S:1:pos:R:3
C -3.09372 -1.06664 3.54621
C -2.22157 2.98980 -2.38985
S 1.76461 -1.88957 -0.97446
H 0.14522 3.86911 -1.11895
C -1.29855 0.27514 2.51994
H 0.49378 2.90661 -2.57736
H -2.20140 0.32097 -1.49584
H -1.77503 2.40508 2.53429
C 1.72229 -3.01591 2.02581
C 2.24984 1.15468 2.11548
C 0.92707 -0.74534 1.78035
C 0.61325 -2.72192 -3.12682
H -0.65597 -0.99803 -4.67259
H 1.39755 4.76489 3.20761
C 1.64551 3.75230 2.88087
H 3.82560 -3.27935 2.42385
H -1.89489 1.01268 -3.79577
C 2.97013 3.30187 2.92470
H 3.75833 3.96990 3.27339
H -1.84978 3.43408 0.27351
H -1.82698 3.05947 -3.40976
C -1.80761 2.38641 -0.05019
H 4.29719 1.59809 2.55904
C 1.59067 -3.10210 -2.21414
C 0.36937 -0.97657 -1.55490
H -2.80154 1.92628 0.05329
C 2.27925 -0.29050 1.93271
C 0.32209 -3.47753 -4.26455
C 2.26056 -4.31711 -2.38438
H -3.91717 2.23759 3.58295
H -0.38611 3.34885 2.39822
C 0.87765 1.58505 2.08748
C 3.03208 -2.55675 2.21500
C 0.69196 -2.11905 1.71104
H 4.33212 -0.81640 2.30636
N 0.00761 -1.51316 -2.76861
H -1.12785 1.85725 0.61205
H -0.28734 -2.47614 1.39977
C -1.21169 0.74229 -1.76725
H -1.14246 -1.81788 3.08083
H -0.43329 -3.12728 -4.97067
C 1.97097 -5.10140 -3.51527
H 2.98832 -4.62159 -1.63301
C 0.14644 2.85281 -1.53712
H -4.88671 0.00129 4.15039
H 1.49591 -4.08263 2.10249
H -3.46894 -2.04631 3.84251
H -1.95306 -1.37062 -3.52192
C 3.31892 -1.18749 2.15049
C -3.35788 1.31926 3.39077
C 3.28124 1.99151 2.53190
C 1.02141 -4.67754 -4.46034
C -1.80230 -0.95531 3.02735
C -1.04725 0.56962 -3.26223
H 0.81651 -5.27967 -5.34884
C -3.88613 0.07108 3.72538
C -2.10739 1.40797 2.79245
C -0.97662 -0.87799 -3.63723
C -1.26302 2.25345 -1.45063
H -2.38369 4.01616 -2.03356
N -0.19614 0.03243 -0.94281
C 0.61193 2.91907 2.43833
C 0.03324 0.38581 1.91373
H 2.49234 -6.04716 -3.66778
H -0.14283 1.10026 -3.58915
H -3.19998 2.48742 -2.41887
H 0.85388 2.24836 -0.95565
```

Values from the calculation:
- Charge: +1
- HOMO-LUMO gap: 0.171 Ha
- ΔE to the lowest compared entry with this formula, charge and spin: 15.9 kcal per mole
- Spin multiplicity: 1
- Highest occupied orbital energy: -10.14 eV